1.
A gas-phase ion, C5H11NP (charge +1) at a distorted geometry, computed with wB97M-V/def2-TZVPD.

Values from the calculation:
**SMILES**: [H]/P=C/[C@@H](C)[NH+]1CC1
**Orbital gap**: 0.36130 Ha
**Lowest unoccupied orbital energy**: -3.95 eV
**Charge**: +1
**Spin multiplicity**: 1

XYZ file:
```
18
Properties=species:S:1:pos:R:3:forces:R:3:mulliken_charge:R:1
H 3.9930 0.5523 0.6359 -1.1753 0.3687 -1.2168 0.0936
P 2.8035 0.8018 -0.2840 0.7870 -2.0404 2.2024 -0.0663
C 1.9514 -0.5519 0.2830 -3.3361 0.7456 -2.0832 -0.1403
C 0.2070 -0.6259 -0.4489 2.3583 0.1883 4.1411 -0.3240
C -0.4015 -1.9419 -0.0887 -1.7572 -1.5912 -1.2115 -1.1228
N -0.6048 0.4311 0.2494 0.0669 -0.2554 0.8949 0.0193
C -0.5172 1.8212 -0.0847 -0.5433 2.0866 0.1283 -0.3695
C -1.8429 1.1201 -0.1465 1.0089 0.3700 -0.7213 -0.3480
H 2.0510 -1.4664 0.9186 0.2980 1.1692 -0.4986 0.2927
H 0.2024 -0.2560 -1.4054 0.2815 0.0765 -2.6731 0.5615
H -0.2598 -2.6810 -1.0042 0.0125 1.1352 2.4146 0.2944
H -0.0051 -2.2497 0.9153 -0.2353 -0.3360 -1.2324 0.3806
H -1.5611 -1.8733 0.0583 1.9879 -0.0061 -0.4551 0.3167
H -0.6964 0.3196 1.2167 0.5281 -0.7808 1.9082 0.3315
H 0.1129 1.9148 -1.0249 -1.1890 0.6372 1.3744 0.3507
H -0.5539 2.5748 0.7700 1.1692 -1.1154 -1.3725 0.2338
H -2.6797 1.2024 0.5171 0.3485 0.2432 1.0023 0.2581
H -2.1988 0.9079 -1.0771 -0.6106 -0.8951 -2.6017 0.2380
```
Forces are in eV/Å.

2.
2 unconnected molecules or ions with the total composition C5H11NP at a distorted geometry, computed with wB97M-V/def2-TZVPD.

Values from the calculation:
**Orbital gap**: 0.31562 Ha
**Lowest unoccupied orbital energy**: -3.92 eV
**Charge**: +1
**Spin multiplicity**: 1

XYZ file:
```
18
Properties=species:S:1:pos:R:3:forces:R:3:mulliken_charge:R:1
C -2.2258 -0.5083 0.5746 -0.2702 -0.5588 -0.1419 -0.4784
C 1.3879 -1.7271 0.4027 -0.0523 -0.9439 0.4702 -0.3217
C 1.5492 -1.1554 -0.9702 0.2083 -0.3277 -1.0226 -0.3559
C 1.0953 2.0423 -0.1625 0.0851 0.2301 -0.3534 -1.0666
C 1.1087 0.8146 0.6340 -0.2342 0.1337 0.3064 0.2208
N 1.3182 -0.3377 0.1596 -0.0347 0.8159 0.4496 0.1318
P -3.6526 0.0123 -0.0069 0.8167 1.3299 0.0189 0.1951
H -2.2224 -1.5820 0.7693 0.0098 -0.1642 0.0833 0.1635
H 0.4557 -2.2083 0.6697 -0.0842 0.1189 -0.0857 0.1965
H 2.2536 -2.0952 0.9377 0.1029 0.1361 -0.0624 0.2715
H 2.5383 -1.1058 -1.4108 0.0191 0.0384 0.1432 0.2687
H 0.7434 -1.2452 -1.6874 -0.1432 0.0472 0.1298 0.2794
H 0.2552 2.6664 0.1384 -0.0755 -0.0480 0.0131 0.3328
H 1.9972 2.6206 0.0613 0.0166 -0.0330 0.0392 0.3301
H 1.0579 1.8445 -1.2311 0.0042 0.0052 -0.0046 0.3004
H 0.9363 0.8884 1.7041 0.0141 -0.1850 0.0043 0.3962
H -3.6375 1.3773 -0.2214 -0.0727 0.2675 -0.0959 0.0486
H -4.9585 -0.3015 -0.3612 -0.3097 -0.8623 0.1085 0.0874
```
Forces are in eV/Å.

3.
A molecular structure, C5H11NP at a distorted geometry, computed with wB97M-V/def2-TZVPD.

Values from the calculation:
**Orbital gap**: 0.29073 Ha
**Lowest unoccupied orbital energy**: -5.53 eV
**Charge**: +1
**Spin multiplicity**: 1

XYZ file:
```
18
Properties=species:S:1:pos:R:3:forces:R:3:mulliken_charge:R:1
C -3.1348 1.2550 -0.6489 2.6920 -2.5916 1.6381 -0.6698
C -2.4613 0.6975 0.4300 -1.9227 1.0608 -3.1333 -0.3338
C -1.2394 0.0412 0.1812 -0.0895 1.9589 -3.5535 0.2747
C -0.4935 -0.5899 1.0359 2.3619 -1.4766 2.7312 -0.3874
C 0.7995 -1.2085 0.8594 -2.5049 0.5040 0.0231 -0.2567
N 1.1404 -1.8798 -0.1902 -2.7635 0.8367 -0.2922 -0.2334
P 2.7618 0.6532 -0.4034 5.0033 2.9860 -2.1391 -0.3151
H -4.0628 1.7418 -0.5719 -0.9534 0.5292 -0.0363 0.3320
H -2.6907 0.9279 -1.5982 -0.4407 1.0435 -0.0035 0.2132
H -2.8934 0.6192 1.3672 -0.6956 0.3381 1.8870 0.3838
H -0.8482 0.3201 -0.8410 -0.1554 -0.8132 0.9452 0.2516
H -0.7710 -0.6851 2.0925 -0.1885 0.3417 -0.3237 0.2803
H 1.3338 -1.2492 1.7717 1.1569 -0.3461 0.4632 0.4907
H 4.5351 0.8418 -0.7372 -3.0720 -1.1971 0.6185 0.1517
H 1.7158 -2.6310 0.0148 1.8564 -1.6965 -0.5621 0.2845
H 0.3715 -1.9423 -0.8827 1.2113 -0.3974 0.2323 0.2773
H 2.6700 1.1018 -1.8423 -0.3004 -0.5150 1.5099 0.1227
H 3.2674 1.9863 -0.0368 -1.1950 -0.5655 -0.0046 0.1336
```
Forces are in eV/Å.

4.
A molecular structure, C5H11NS at a distorted geometry, computed with wB97M-V/def2-TZVPD.

Values from the calculation:
**Orbital gap (spin up / spin down)**: 0.28116 / 0.28082 Ha
**Lowest unoccupied orbital energy (spin up / spin down)**: 0.24 / 0.25 eV
**Spin multiplicity**: 1

XYZ file:
```
18
Properties=species:S:1:pos:R:3:forces:R:3:mulliken_charge:R:1
C -3.2535 -0.0830 -0.2594 0.1104 -2.8235 1.3351 -0.4671
C -2.8947 -1.5697 -0.2481 1.1204 0.5177 -0.8773 -0.3777
C 2.9804 0.3530 0.8692 2.7078 0.4676 -3.4861 -1.3065
C 1.7297 0.9866 0.3942 0.6971 0.5354 -0.7457 -0.0472
C 0.8948 0.3388 -0.7492 1.7174 -2.6182 2.4817 -0.5740
N -0.4260 0.6510 -0.8667 -2.7159 -0.6109 0.2015 -0.4653
S -1.6448 -0.4956 0.5891 -0.1603 1.7975 -2.0660 -0.0018
H -3.3901 0.4176 -1.1935 0.9521 0.3826 -0.3932 0.3241
H -4.0661 0.0748 0.4218 -0.0666 0.5704 0.4333 0.2507
H -3.2392 -2.1647 0.5847 -0.6570 -0.2257 -0.3488 0.2786
H -2.6129 -2.1262 -1.1873 -0.2066 0.8878 1.1758 0.2767
H 2.8410 -0.5409 1.3677 -0.0945 -1.6417 1.6800 0.3997
H 3.5970 0.0681 -0.0500 -0.3895 0.2064 1.0246 0.2727
H 3.5688 1.1597 1.3393 -0.0940 -0.9324 0.5022 0.3424
H 2.1444 1.9181 0.0813 -0.4915 1.2085 -0.7520 0.2148
H 1.3463 1.2109 1.3509 -2.3312 0.2978 0.6684 0.2426
H 1.2560 0.6094 -1.7313 0.4329 0.4988 -0.5342 0.3607
H 1.1689 -0.8077 -0.7125 -0.5310 1.4818 -0.2993 0.2767
```
Forces are in eV/Å.

5.
A molecular structure, C5H11NS at a distorted geometry, computed with wB97M-V/def2-TZVPD.

Values from the calculation:
**Orbital gap**: 0.34226 Ha
**Lowest unoccupied orbital energy**: 0.81 eV
**Spin multiplicity**: 1

XYZ file:
```
18
Properties=species:S:1:pos:R:3:forces:R:3:mulliken_charge:R:1
C -1.2289 1.7993 0.0995 -0.9048 -1.0126 1.2769 -1.2856
C -1.4313 0.2883 0.5344 -0.3019 1.0180 0.7918 0.1380
C -1.9893 -0.6174 -0.6242 2.0508 5.3882 -0.1545 -0.5394
C -0.2786 -0.8406 0.6497 -0.5794 2.6763 0.2223 -0.2054
C 1.1684 -0.6134 0.7472 1.9590 0.5049 4.1531 -0.8697
H -0.4327 1.8473 -0.6323 -0.2304 0.6406 -0.3267 0.4755
H -2.2102 2.2020 -0.3990 1.8011 -0.6156 1.2409 0.3152
H -0.9450 2.2841 1.0959 -0.3555 0.1305 -1.8423 0.3600
H -2.0052 0.4602 1.4599 -0.1709 -0.9292 -0.2807 0.3739
H -2.6797 -1.2535 -0.2238 -2.0207 -2.0503 0.4467 0.3829
H -2.4237 0.2194 -1.3645 0.9620 -2.7432 0.6298 0.2425
H -0.5593 -2.0444 -1.0650 0.6070 -0.3736 0.0743 0.2142
H -0.5199 -1.4444 1.5558 -0.4241 -0.4858 -0.9467 0.2897
H 1.2905 -0.2541 1.8667 0.3007 -0.4378 -1.9742 0.2924
H 1.6438 -1.5968 0.7432 0.0411 -0.1384 0.0246 0.3680
H 0.8397 1.4285 -0.5746 3.9205 -2.4819 0.2620 -0.0443
N -0.5793 -1.1072 -0.6912 -3.0435 -1.8802 -3.0016 -0.2414
S 2.1634 0.3628 -0.3789 -3.6113 2.7902 -0.5958 -0.2664
```
Forces are in eV/Å.

6.
A gas-phase ion, C5H11O (charge -1) at a distorted geometry, computed with wB97M-V/def2-TZVPD.

Values from the calculation:
**SMILES**: CCCCC[O-]
**Orbital gap**: 0.20879 Ha
**Lowest unoccupied orbital energy**: 3.65 eV
**Charge**: -1
**Spin multiplicity**: 1

XYZ file:
```
17
Properties=species:S:1:pos:R:3:forces:R:3:mulliken_charge:R:1
C -2.0605 -1.5371 0.3760 -1.4828 -0.7636 -2.7879 -1.0224
C -1.3509 -0.2212 0.3203 1.4212 1.3473 2.3227 -0.4302
C 0.0874 -0.4300 -0.3260 -2.0090 4.3888 -0.0563 -0.7267
C 0.7439 1.0112 -0.2364 1.3584 -1.4419 2.6276 -0.7090
C 2.4398 1.1186 -0.2782 -2.3791 0.4437 1.0623 -0.2484
O 2.8934 1.8056 -1.2761 0.4800 0.6343 -1.1727 -0.8429
H -3.0482 -1.7132 0.8517 0.7545 0.6004 0.4846 0.3558
H -1.2823 -2.2246 0.7301 -0.6704 -0.4146 -0.2216 0.2451
H -2.3729 -1.7588 -0.7450 0.9768 -0.1699 1.8965 0.2023
H -1.9211 0.7672 0.1729 0.6982 -1.6977 -1.0966 0.3327
H -0.9683 0.0653 1.3173 -0.5719 -0.4916 0.3389 0.2698
H 0.7376 -1.0299 0.2417 0.3289 -1.3393 0.9357 0.4829
H -0.0921 -0.8268 -1.2994 0.5264 -0.1794 -1.0310 0.3755
H 0.5451 1.6629 -0.9907 -1.0102 1.5387 -2.6018 0.2659
H 0.3538 1.5775 0.7159 0.6537 -1.2765 -1.2887 0.2585
H 2.7640 0.0473 -0.3018 0.1753 -0.0865 0.8147 0.1369
H 2.5314 1.6862 0.7275 0.7499 -1.0923 -0.2263 0.0541
```
Forces are in eV/Å.

7.
2 unconnected molecules or ions with the total composition C5H11O at a distorted geometry, computed with wB97M-V/def2-TZVPD.

Values from the calculation:
**Orbital gap**: 0.40648 Ha
**Lowest unoccupied orbital energy**: -4.67 eV
**Charge**: +1
**Spin multiplicity**: 1

XYZ file:
```
17
Properties=species:S:1:pos:R:3:forces:R:3:mulliken_charge:R:1
C -0.2197 -2.2796 1.0890 -1.5907 -2.8475 1.3318 0.0249
C -0.9996 -0.3381 -1.1045 -1.7940 1.7525 0.5160 -1.6358
C 1.2278 0.6775 -1.0332 2.4232 -0.6007 -0.7153 -1.3744
C -0.2759 1.0264 0.9801 -1.2142 1.4462 -2.2731 -1.4851
C 0.0780 0.2082 -0.2480 -0.7523 -0.0270 0.4823 1.7180
O 0.5420 -1.4635 0.6878 1.4773 1.6217 -1.0826 -0.3600
H 0.0896 -3.2795 1.4481 0.8241 0.3827 -0.0882 0.2774
H -1.3135 -2.2708 1.1974 -0.1921 1.1772 -0.5491 0.2550
H -0.9158 -1.1663 -1.7481 1.2085 -1.6924 -0.1772 0.4483
H -1.9757 -0.4597 -0.5703 0.7303 0.5404 -0.6304 0.3979
H -1.0042 0.3939 -1.9521 -0.8135 0.1998 0.8931 0.4143
H 1.1581 0.4691 -2.1184 0.0940 -0.4766 0.7282 0.3584
H 1.2206 1.7448 -1.0001 -0.2092 0.9527 0.2562 0.4029
H 2.2844 0.4617 -0.6826 -1.3776 -0.2155 -0.0896 0.3564
H -1.2662 0.8306 1.3921 0.1560 -0.0393 -0.1329 0.3564
H 0.4396 1.0655 1.7219 1.7801 -0.8000 1.6646 0.4674
H -0.1799 2.1314 0.6938 -0.7500 -1.3741 -0.1340 0.3782
```
Forces are in eV/Å.

8.
2 unconnected molecules or ions with the total composition C5H11O2 at a distorted geometry, computed with wB97M-V/def2-TZVPD.

Values from the calculation:
**Orbital gap**: 0.25364 Ha
**Lowest unoccupied orbital energy**: 3.27 eV
**Charge**: -1
**Spin multiplicity**: 1

XYZ file:
```
18
Properties=species:S:1:pos:R:3:forces:R:3:mulliken_charge:R:1
C 1.2467 0.2289 -1.1094 0.0078 -0.3090 0.1526 0.0971
C 0.7007 1.6149 -1.4170 -0.5096 -0.5889 -0.4771 -1.1588
C 2.0953 -0.3754 -2.2251 1.5207 0.1041 -1.4285 0.3899
O 2.5152 0.4020 -3.1316 -0.5356 0.1108 0.4539 -0.7496
O 2.3921 -1.5885 -2.1475 -0.5092 -0.1947 0.5565 -0.7650
H 1.8848 0.2471 -0.2183 0.0407 0.0984 -0.0404 0.1762
H 0.5010 -0.5347 -0.8945 -0.3225 0.1746 0.0879 0.0382
H 0.4055 2.1229 -0.5011 0.1837 0.4334 -0.0119 0.3401
H -0.1866 1.5621 -2.0620 -0.0486 -0.1647 0.1797 0.2365
H 1.4258 2.1156 -2.0579 0.2142 0.3264 0.4824 0.3969
C -1.0280 -0.8562 1.4931 -1.2967 1.8990 -1.0658 -0.7217
C -2.1775 -0.6308 2.4791 0.4578 -0.7349 0.6127 -0.9733
H -1.3458 -1.6073 0.7719 0.7134 -0.6177 0.3280 0.3081
H -0.9745 0.0254 0.8378 0.1459 0.0149 0.1646 0.1737
H -0.0382 -0.9089 1.9301 -0.0295 -0.7185 0.0837 0.3374
H -2.0355 0.2199 3.1472 0.1954 -0.0176 -0.0064 0.3060
H -2.2267 -1.5416 3.0882 -0.3264 0.2466 0.2361 0.2728
H -3.1542 -0.4955 2.0169 0.0985 -0.0622 -0.3079 0.2955
```
Forces are in eV/Å.

Results for relative energy (zero: lowest compared OMol25 entry of this formula, charge and spin): 324.3 390.6 322.5 533.8 375.1 182.1 88.2 45.1 (in kJ/mol, following the order of the records).